[1]
The following is a DFT calculation (ωB97M-V/def2-TZVPD) of a structure of composition C4H7Br2NaO4.

Values from the calculation:
spin multiplicity	2
<S²>	0.76
HOMO (alpha / beta)	-2.9 / -2.9	eV
net charge	-1
Kohn-Sham gap (alpha / beta)	4.901 / 4.889	eV

XYZ file:
```
18
Properties=species:S:1:pos:R:3:forces:R:3:lowdin_spin:R:1
Br 1.538715 0.854419 -0.843079 0.3 -0.1 -0.2 0.00
Br -1.585800 0.425178 -1.654992 -0.1 0.3 -1.3 0.00
Na -1.464738 -0.530786 1.069752 1.2 0.4 1.5 0.00
O -1.361254 1.824730 1.956665 0.2 0.2 -0.7 0.28
O 0.675420 -1.023356 2.451577 -0.2 -1.9 -1.3 0.00
O -2.695114 2.547274 3.523707 -0.9 2.1 1.2 0.40
O -2.509187 0.472996 3.183338 -0.8 -2.6 0.3 0.33
C 1.454235 -1.992200 1.726226 -0.8 3.0 0.9 0.00
C -2.180181 1.626373 2.894379 1.2 0.1 -1.4 -0.01
C -0.218092 0.723619 -3.095970 -0.2 0.3 0.7 0.00
C 1.094657 0.139762 -2.596385 -0.3 -0.2 -0.1 0.00
H 1.059464 -2.135292 0.720357 -0.3 -0.6 -0.7 0.00
H 1.661172 -2.966217 2.169597 -0.2 -0.4 0.4 0.00
H -0.167697 1.799771 -3.261714 0.0 0.0 0.5 0.00
H 1.931537 0.345899 -3.263651 -0.2 0.2 0.0 0.00
H -0.627495 0.314094 -4.019435 0.2 -0.5 0.3 0.00
H 0.993266 -0.941367 -2.501607 0.1 0.1 0.2 0.00
H 2.401092 -1.484895 1.541236 0.9 -0.4 -0.2 0.00
```
Positions in Å, forces in eV/Å.

[2]
The following is a DFT calculation (ωB97M-V/def2-TZVPD) of a structure of composition C4H7BrCl2CuNO8.

Values from the calculation:
HOMO	-3.4	eV
net charge	-2
Kohn-Sham gap	3.789	eV

XYZ file:
```
24
Properties=species:S:1:pos:R:3:forces:R:3:lowdin_charge:R:1
Br 2.063151 4.357245 -3.534251 -0.1 -0.1 0.4 -0.86
Cu -0.108569 3.190115 0.670819 0.0 0.2 -0.4 0.86
Cl -5.379799 1.540175 -1.603421 3.0 2.4 -1.9 0.56
Cl -1.098309 6.490535 5.472229 1.3 -2.4 -0.9 0.56
O -1.712639 6.905095 4.265069 -0.7 0.7 -1.4 -0.38
O -4.263219 0.749035 -1.162651 0.5 -1.0 -0.3 -0.40
O -0.547929 5.156225 5.293339 1.2 0.0 -0.8 -0.43
O -2.043249 6.292335 6.480579 -2.3 1.1 2.5 -0.37
O -6.513819 1.142935 -0.922911 -3.4 -1.3 1.7 -0.36
O -5.061999 2.909765 -1.314921 0.0 1.0 0.7 -0.40
O -5.585329 1.497775 -3.033821 0.0 -1.1 -0.2 -0.39
O -0.087149 7.430555 5.830879 0.7 0.6 0.5 -0.38
N 2.311701 -1.812285 0.449159 -0.9 1.2 1.4 0.15
C 2.821351 -2.444795 -0.340381 1.0 -1.2 -0.3 -0.25
C 2.955551 -4.706335 -1.394741 -1.6 -1.3 -1.2 -0.24
C 1.398771 -4.750645 -1.748771 1.4 0.1 -0.4 -0.08
C 3.432741 -3.281595 -1.361621 -0.2 0.9 0.7 -0.21
H 4.519531 -3.243415 -1.287341 -0.1 0.3 -0.1 0.12
H 1.381331 -4.396035 -2.779331 -0.4 0.6 0.1 0.07
H 0.866231 -5.696695 -1.846171 0.6 -0.4 0.5 0.06
H 0.817451 -4.122395 -1.073881 0.1 0.2 -0.2 0.07
H 3.228271 -5.399955 -0.599371 0.0 0.7 0.6 0.10
H 3.070231 -2.720735 -2.223091 0.5 -0.5 -0.8 0.13
H 3.535691 -5.086895 -2.235401 -0.3 -0.4 -0.3 0.09
```
Positions in Å, forces in eV/Å.

[3]
The following is a DFT calculation (ωB97M-V/def2-TZVPD) of an isolated molecule of C4H7BrN2.

Values from the calculation:
HOMO	-8.3	eV
net charge	0
Kohn-Sham gap	8.174	eV
ΔE to the lowest compared entry with this formula, charge and spin	172.3	kJ/mol

XYZ file:
```
14
Properties=species:S:1:pos:R:3:forces:R:3:lowdin_charge:R:1
Br -2.497866 0.443282 1.305116 1.4 -0.7 -1.0 0.63
N -1.541980 -1.692964 -0.114845 -1.9 -2.1 -2.1 -0.21
N -1.887256 -2.615651 -0.673143 -0.1 -1.5 0.5 0.21
C 1.103247 0.038015 1.101267 -1.4 -2.8 0.4 -0.09
C -1.201247 -0.534829 0.138455 0.9 3.5 2.1 -0.68
C 0.233280 -0.180308 -0.220150 0.7 0.3 0.7 -0.36
C 0.296027 1.162615 -1.105631 -1.3 -2.8 -0.5 -0.05
H 0.316050 0.923672 -2.178002 0.2 -0.2 0.2 0.07
H 1.221399 1.591535 -0.856372 0.8 1.4 0.3 0.05
H 0.881428 -0.731242 1.973421 0.0 1.6 -1.8 0.12
H -0.637387 1.739561 -1.033178 0.7 0.2 0.7 0.07
H 2.158935 -0.022240 0.991928 1.0 -0.3 -0.8 0.05
H 0.941656 1.023491 1.399062 -0.6 1.6 1.0 0.04
H 0.613712 -1.144936 -0.727927 -0.5 1.8 0.4 0.15
```
Positions in Å, forces in eV/Å.

[4]
The following is a DFT calculation (ωB97M-V/def2-TZVPD) of an isolated molecule of C4H7BrN4.

Values from the calculation:
HOMO	-9.0	eV
net charge	0
Kohn-Sham gap	9.682	eV
ΔE to the lowest compared entry with this formula, charge and spin	81.2	kJ/mol
structure (SMILES)	Cn1ncc(Br)c1NN

XYZ file:
```
16
Properties=species:S:1:pos:R:3:forces:R:3:lowdin_charge:R:1
Br 0.031789 2.644505 -2.287363 -0.2 -0.1 0.7 0.69
N -0.407380 0.205886 0.859472 1.4 0.6 -1.0 -0.21
N -0.007554 -0.784286 -1.681603 0.2 2.9 0.8 -0.05
N -0.328529 1.333154 1.573624 -0.6 0.5 0.5 0.06
N 0.969079 -1.844776 -1.478522 -2.4 0.2 0.5 -0.06
C -0.262572 0.448410 -0.469807 0.9 -3.1 -2.2 -0.17
C -0.399538 -1.030365 1.546847 3.0 -2.3 0.5 -0.04
C -0.275057 1.810951 -0.591945 1.0 0.3 -1.4 -0.67
C -0.234436 2.336244 0.716207 -1.8 1.1 -0.1 -0.18
H 0.078642 -1.877581 0.834416 -1.5 2.0 2.0 0.11
H -0.508359 3.394507 1.034208 1.1 -1.6 -0.4 0.13
H -1.365238 -1.234364 1.919162 -1.3 -0.7 -0.1 0.06
H 0.227446 -0.956693 2.521859 -0.7 0.0 -1.9 0.12
H 0.408840 -2.588171 -1.009253 1.1 0.6 -0.5 0.07
H 0.310299 -0.267144 -2.568385 -0.7 -0.6 2.2 0.08
H 1.762570 -1.590277 -0.918916 0.3 0.3 0.3 0.06
```
Positions in Å, forces in eV/Å.

[5]
The following is a DFT calculation (ωB97M-V/def2-TZVPD) of an isolated molecule of C4H7BrO.

Values from the calculation:
HOMO	-9.5	eV
net charge	0
Kohn-Sham gap	10.383	eV
ΔE to the lowest compared entry with this formula, charge and spin	169.1	kJ/mol
structure (SMILES)	C[C@@H](O)/C=C/Br

XYZ file:
```
13
Properties=species:S:1:pos:R:3:forces:R:3:lowdin_charge:R:1
Br 4.312721 -0.075634 0.063486 -0.1 0.0 0.0 0.63
O -0.470421 0.943250 1.177687 -0.1 0.0 -1.0 -0.09
C -0.085007 0.591833 -0.196062 2.7 -3.1 3.5 -0.32
C 2.542700 0.584235 -0.145160 0.4 0.1 0.4 -0.65
C -1.172409 -0.364986 -0.649184 1.7 0.7 -1.9 -0.07
C 1.479067 -0.173033 -0.026184 -3.8 -0.8 -0.1 -0.12
H -2.064201 0.196152 -0.684494 -1.3 0.9 -0.7 0.06
H 0.173941 1.468442 -0.693722 -0.2 1.4 -1.4 0.09
H -0.952004 -0.828633 -1.657908 -0.4 0.1 1.4 0.11
H 2.544399 1.667943 -0.238565 -0.2 -0.3 -0.2 0.05
H -1.440278 0.836671 1.202490 0.7 0.2 0.2 0.08
H 1.445476 -1.317349 0.206770 0.3 2.4 -0.5 0.13
H -1.356459 -0.977044 0.195147 0.3 -1.6 0.3 0.07
```
Positions in Å, forces in eV/Å.

[6]
The following is a DFT calculation (ωB97M-V/def2-TZVPD) of an isolated molecule of C4H7BrOS.

Values from the calculation:
HOMO (alpha / beta)	-8.9 / -7.8	eV
net charge	0
Kohn-Sham gap (alpha / beta)	9.306 / 6.879	eV
ΔE to the lowest compared entry with this formula, charge and spin	242.3	kJ/mol

XYZ file:
```
14
Properties=species:S:1:pos:R:3:forces:R:3:lowdin_charge:R:1
Br -0.290072 3.310413 1.082484 0.0 -0.6 -0.2 0.66
S -0.274018 -0.472660 -2.412405 0.2 -1.7 0.6 0.89
O -0.253544 0.992759 -2.212239 0.2 0.6 0.2 -0.58
C -0.683803 1.549395 0.527820 -1.7 -0.4 0.5 -0.61
C 0.574616 -1.268246 -0.889170 -3.1 2.8 -0.5 -0.36
C 0.130146 0.399047 0.987453 0.5 0.3 -1.4 -0.32
C -0.190085 -1.007123 0.412001 2.6 -0.5 1.7 -0.23
H 0.806749 -2.250404 -1.054413 0.3 -2.6 -0.7 0.04
H 0.344060 0.418323 2.040387 -0.2 -0.1 0.7 0.10
H 1.062509 0.616740 0.504638 1.2 0.2 0.2 0.08
H -1.214793 -1.218028 0.358156 -1.5 -0.4 -0.1 0.08
H -1.747584 1.360241 0.341033 0.4 0.5 -0.1 0.05
H 1.433471 -0.697939 -0.858115 2.2 1.0 0.1 0.04
H 0.302350 -1.732519 1.172369 -1.1 0.9 -1.1 0.14
```
Positions in Å, forces in eV/Å.

[7]
The following is a DFT calculation (ωB97M-V/def2-TZVPD) of a structure of composition C4H7CdO4.

Values from the calculation:
spin multiplicity	2
<S²>	0.75
HOMO (alpha / beta)	-7.0 / -9.3	eV
net charge	0
Kohn-Sham gap (alpha / beta)	7.741 / 8.740	eV
ΔE to the lowest compared entry with this formula, charge and spin	0.0	kJ/mol

XYZ file:
```
16
Properties=species:S:1:pos:R:3:forces:R:3:lowdin_spin:R:1
Cd -0.628893 -1.948955 -0.349594 0.1 -3.7 -0.9 0.64
O -1.520522 -0.270830 -0.791579 -1.2 2.5 -0.8 0.13
O -0.127018 -0.839969 -3.327634 -1.1 0.6 0.9 0.03
O -0.950410 1.292107 -3.640154 -0.7 -0.5 1.1 0.00
O 0.367677 -0.693397 1.026388 0.9 1.0 1.5 0.12
C -0.663017 0.206516 -3.325367 1.8 -0.2 -1.8 0.01
C 0.060955 0.672446 0.734708 0.1 0.6 0.1 0.01
C -1.359287 0.706126 0.186014 -0.1 0.1 0.1 0.01
C 1.630026 -0.887349 1.639569 0.3 0.0 0.2 0.02
H 2.433885 -0.502388 0.993838 -0.2 -0.1 0.2 0.00
H 1.764564 -1.964320 1.790479 0.0 0.3 0.0 0.01
H -1.540316 1.723792 -0.208974 0.0 -0.3 0.0 0.00
H 0.158074 1.273809 1.652356 0.0 -0.1 -0.2 0.00
H -2.069175 0.567017 1.025893 0.2 0.0 -0.1 0.00
H 1.659925 -0.371307 2.609910 0.0 -0.1 -0.2 0.00
H 0.783533 1.036703 -0.015852 -0.2 -0.1 0.2 0.00
```
Positions in Å, forces in eV/Å.

[8]
The following is a DFT calculation (ωB97M-V/def2-TZVPD) of a cluster of 2 separate species, C4H7Cl2NO3 in total.

Values from the calculation:
HOMO	-8.9	eV
net charge	0
Kohn-Sham gap	8.795	eV
ΔE to the lowest compared entry with this formula, charge and spin	273.4	kJ/mol
structure (SMILES)	CC/C=[N+](/[O-])O.O=C(Cl)Cl

XYZ file:
```
17
Properties=species:S:1:pos:R:3:forces:R:3:lowdin_charge:R:1
Cl -3.618931 -0.217170 0.652409 0.2 -0.2 0.1 0.68
Cl -2.309014 2.278742 0.161554 0.2 0.3 0.1 0.70
O 0.621756 -1.682274 -1.064747 0.4 -2.2 0.0 0.01
O -2.215994 0.267560 -1.475030 -0.2 0.4 0.9 0.01
O -0.870317 -2.381774 0.442112 -1.4 -1.7 0.7 0.02
N -0.266303 -1.427559 0.044069 1.4 0.1 -1.3 -0.33
C -2.523336 0.651284 -0.395498 -1.2 -0.3 -1.7 -1.31
C 0.742452 0.740307 -0.076400 -0.8 0.7 -2.6 -0.25
C 2.197099 0.589983 0.455717 0.3 2.8 0.2 -0.10
C -0.304538 -0.191891 0.406107 1.2 -0.4 2.1 -0.20
H 0.310990 1.743885 0.170055 0.8 -0.6 -0.5 0.08
H -0.925408 -0.033709 1.307616 0.5 -0.1 -0.7 0.13
H 2.692392 -0.279582 0.097095 0.1 -1.0 0.1 0.04
H 2.921394 1.458893 0.064636 -1.9 -1.6 0.8 0.11
H 0.623926 0.533177 -1.246400 0.9 1.2 2.2 0.15
H 2.172456 0.670464 1.583631 0.3 -0.3 -1.2 0.09
H 0.751373 -2.720334 -1.126932 -0.9 3.0 0.7 0.18
```
Positions in Å, forces in eV/Å.

no.,maximum force (eV Å⁻¹)
1,3.28
2,4.26
3,4.20
4,3.86
5,5.36
6,4.22
7,3.85
8,3.18